{"formula": "C2H8NS", "method": "ωB97M-V with the def2-TZVPD basis set", "symbols": ["S", "H", "C", "N", "C", "H", "H", "H", "H", "H", "H", "H"], "coordinates": [[-1.852, 2.369, 0.922], [-1.712, 3.480, 1.713], [-0.633, -1.240, -0.317], [0.194, -0.282, 0.422], [1.456, -0.103, -0.282], [-0.130, -2.212, -0.249], [-0.785, -1.020, -1.385], [-1.618, -1.376, 0.131], [-0.323, 0.610, 0.434], [1.372, 0.516, -1.188], [2.183, 0.327, 0.410], [1.847, -1.070, -0.612]], "homo_lumo_gap_ev": 6.729, "e_tot_ha": -533.95471, "total_charge": -1}

{"formula": "C2H8NS", "method": "ωB97M-V with the def2-TZVPD basis set", "symbols": ["C", "C", "S", "N", "H", "H", "H", "H", "H", "H", "H", "H"], "coordinates": [[-0.222, -0.175, -0.576], [-0.340, -0.036, 0.933], [-1.650, -1.254, 1.394], [0.904, 0.736, -1.150], [0.018, -1.182, -0.851], [-1.106, 0.144, -1.120], [0.602, -0.314, 1.383], [-0.696, 0.948, 1.226], [-0.976, -1.714, 2.453], [1.714, 0.217, -1.479], [0.526, 1.346, -1.870], [1.226, 1.284, -0.342]], "homo_lumo_gap_ev": 9.245, "e_tot_ha": -533.67184, "smiles": "[NH3+]CCS", "total_charge": 1}

{"formula": "C2H8NS", "method": "ωB97M-V with the def2-TZVPD basis set", "symbols": ["C", "C", "N", "S", "H", "H", "H", "H", "H", "H", "H", "H"], "coordinates": [[-1.048, -0.853, -0.062], [0.800, 0.882, -0.098], [-0.327, 0.260, 0.567], [2.291, -0.153, 0.007], [-1.468, -0.756, -1.113], [-0.605, -1.737, 0.115], [-2.031, -0.764, 0.574], [0.453, 1.344, -1.490], [0.953, 1.936, 0.316], [-0.099, -0.198, 1.485], [-1.028, 1.014, 0.758], [2.111, -0.975, -1.061]], "homo_lumo_gap_ev": 10.524, "e_tot_ha": -533.59027, "total_charge": 1}

{"formula": "C2H8NS2", "method": "ωB97M-V with the def2-TZVPD basis set", "symbols": ["N", "C", "C", "S", "S", "H", "H", "H", "H", "H", "H", "H", "H"], "coordinates": [[0.520, 1.930, -0.605], [0.177, 1.591, 0.885], [-0.934, 0.593, 0.979], [-0.987, -1.051, 0.123], [0.988, -1.108, -0.685], [0.180, 1.232, -1.273], [1.541, 1.982, -0.616], [0.260, 2.827, -1.027], [-0.092, 2.538, 1.324], [1.082, 1.325, 1.438], [-0.986, 0.397, 2.060], [-1.873, 1.085, 0.722], [0.805, -2.427, -0.482]], "homo_lumo_gap_ev": 8.687, "e_tot_ha": -931.84565, "smiles": "[NH3+]CCSS", "total_charge": 1}

{"formula": "C2H8NS3", "method": "ωB97M-V with the def2-TZVPD basis set", "symbols": ["S", "S", "H", "H", "C", "C", "S", "N", "H", "H", "H", "H", "H", "H"], "coordinates": [[-1.532, -2.060, 0.188], [-3.231, -3.072, 0.821], [-2.070, -1.548, -0.971], [-3.741, -2.139, 1.667], [0.657, 0.334, -0.468], [2.027, 0.994, -0.494], [2.579, 1.282, 1.191], [-0.275, 1.084, 0.422], [0.797, -0.676, 0.028], [0.209, 0.185, -1.471], [1.968, 1.930, -1.057], [2.734, 0.364, -1.042], [-0.459, 2.005, -0.028], [0.336, 1.317, 1.216]], "homo_lumo_gap_ev": 5.075, "e_tot_ha": -1330.33146, "total_charge": -1}

{"formula": "C2H8O", "method": "ωB97M-V with the def2-TZVPD basis set", "symbols": ["C", "C", "H", "H", "H", "H", "H", "H", "O", "H", "H"], "coordinates": [[0.000, 0.000, 0.000], [-0.735, 0.184, 1.317], [-0.652, -0.223, -0.861], [0.724, -0.824, 0.117], [0.556, 0.929, -0.211], [-1.266, 1.143, 1.440], [0.065, 0.124, 2.074], [-1.449, -0.639, 1.493], [0.984, -0.652, 4.725], [1.635, -1.028, 5.360], [0.143, -0.602, 5.234]], "homo_lumo_gap_ev": 12.415, "e_tot_ha": -156.22219, "smiles": "CC.O"}